1.
Molecular formula: C3H2CrO2
Method: DFT, ωB97M-V/def2-TZVPD

Results
Energy relative to the best compared isomer or geometry (same formula, charge and spin) in kcal per mole: 45.7
Spin multiplicity: 5
⟨S²⟩: 6.25
Lowest unoccupied orbital energy (spin up / spin down) in eV: -2.26 / -2.05
Orbital gap (spin up / spin down) in eV: 5.2897 / 5.5077
HOMO level (spin up / spin down) in eV: -7.55 / -7.56

Structure (XYZ):
```
8
Properties=species:S:1:pos:R:3:mulliken_charge:R:1
H 1.08 -0.59 1.39 0.07
O -1.10 -1.02 -0.04 -0.24
O -0.86 1.04 -0.22 -0.09
C -1.51 -0.43 1.19 -0.39
C -1.73 0.90 0.90 -0.35
C -0.35 -0.12 -0.62 0.31
H -2.19 -1.08 1.75 0.26
Cr 1.96 -0.37 -0.25 0.43
```



2.
Molecular formula: C25H33BrN2O3Si2Ti
Method: DFT, ωB97M-V/def2-TZVPD

Results
Energy relative to the best compared isomer or geometry (same formula, charge and spin) in kcal per mole: 16.6
Spin multiplicity: 3
⟨S²⟩: 2.01
Lowest unoccupied orbital energy (spin up / spin down) in eV: 0.04 / -1.84
Orbital gap (spin up / spin down) in eV: 7.8128 / 6.3388
HOMO level (spin up / spin down) in eV: -7.78 / -8.18

Structure (XYZ):
```
67
Properties=species:S:1:pos:R:3:mulliken_charge:R:1
Ti -0.77 0.85 0.93 -0.49
C -0.42 -4.18 4.12 -1.46
C -0.89 -2.84 3.62 0.32
C -1.58 -1.95 4.44 -0.29
C -1.98 -0.70 3.98 -1.21
C -1.66 -0.47 2.66 0.48
Br -1.82 2.57 2.44 -0.57
N -1.06 -1.27 1.85 0.43
C -0.64 -2.45 2.31 -0.48
H -0.77 -4.37 5.13 0.37
H 0.67 -4.22 4.13 0.32
H -0.77 -4.98 3.48 0.36
H -1.78 -2.23 5.47 0.38
H -2.47 0.04 4.58 0.52
H -0.10 -3.09 1.62 0.43
C 1.36 1.66 -2.70 -1.31
Si -0.48 1.42 -2.38 1.05
C -1.29 1.06 -4.05 -1.37
C -1.30 3.00 -1.79 -1.16
C -0.81 0.01 -1.18 3.12
C -2.27 -0.13 -1.02 -2.13
C -3.19 -0.86 -1.78 -0.48
C -4.53 -0.80 -1.47 -0.76
C -4.95 -0.03 -0.39 -0.95
C -4.01 0.64 0.35 -0.62
N -2.71 0.58 0.04 0.77
Si 0.15 -1.56 -1.49 0.26
C 1.66 -1.65 -0.37 -0.83
C -0.92 -3.09 -1.18 -1.30
C 0.80 -1.76 -3.24 -1.21
H 1.59 1.45 -3.75 0.46
H 1.98 1.00 -2.09 0.24
H 1.66 2.68 -2.50 0.53
H -1.18 1.94 -4.70 0.37
H -2.37 0.87 -3.95 0.32
H -0.85 0.21 -4.56 0.32
H -1.15 3.78 -2.53 0.42
H -0.92 3.36 -0.83 0.15
H -2.38 2.86 -1.68 0.26
H -2.83 -1.44 -2.63 0.58
H -5.25 -1.34 -2.06 0.47
H -6.00 0.04 -0.13 0.46
H -4.26 1.25 1.22 0.45
H 1.41 -1.60 0.70 0.12
H 2.36 -0.83 -0.58 0.25
H 2.20 -2.58 -0.55 0.48
H -1.67 -2.94 -0.40 0.33
H -0.30 -3.94 -0.90 0.46
H -1.45 -3.37 -2.09 0.40
H 1.45 -0.94 -3.54 0.32
H -0.01 -1.84 -3.96 0.28
H 1.39 -2.69 -3.31 0.39
O 2.66 3.97 -0.21 -0.71
C 3.45 3.16 0.50 0.40
C 4.81 3.48 0.58 -0.70
C 5.67 2.68 1.30 -0.30
C 5.21 1.55 1.97 -0.84
C 3.87 1.23 1.91 -0.50
C 2.98 2.02 1.17 0.00
C 1.57 1.64 1.13 1.93
O 1.10 0.69 1.84 -0.70
O 0.75 2.24 0.35 -0.92
H 1.76 3.58 -0.21 0.35
H 5.15 4.36 0.06 0.45
H 6.72 2.95 1.35 0.38
H 5.90 0.93 2.54 0.41
H 3.48 0.36 2.42 0.47
```